# 1
{"formula": "C42H32ClN4O10PV", "method": "the ωB97M-V functional and the def2-TZVPD basis", "max_force_ev_per_a": 0.73, "relative_energy_kj_mol": 15.8, "charge": -2, "gap_ev": [7.0, 7.0], "total_energy_ev": -118014.515, "homo_energy_ev": [-2.90, -2.91], "multiplicity": 2, "species": ["V", "O", "C", "C", "C", "N", "C", "C", "C", "O", "O", "C", "O", "O", "H", "H", "H", "C", "O", "C", "C", "C", "C", "C", "C", "N", "N", "C", "O", "C", "C", "C", "C", "C", "C", "C", "O", "H", "H", "H", "H", "H", "H", "H", "H", "H", "H", "H", "H", "N", "P", "C", "C", "C", "C", "C", "C", "C", "C", "C", "C", "C", "C", "C", "C", "C", "C", "C", "C", "H", "H", "H", "H", "H", "H", "H", "H", "H", "H", "H", "H", "H", "H", "H", "Cl", "C", "C", "O", "O", "H", "H"], "positions_angstrom": [[-1.097787, -0.177205, 0.334001], [-1.149651, 0.685220, 6.556016], [-1.220048, 0.524011, 5.203904], [-1.983221, -0.476518, 4.621902], [-1.971702, -0.590368, 3.249396], [-1.258663, 0.216466, 2.475342], [-0.545991, 1.184480, 3.041445], [-0.505562, 1.397164, 4.399044], [0.216842, 1.983770, 2.026377], [0.813866, 3.011213, 2.312695], [0.130492, 1.442170, 0.864512], [-2.770740, -1.610036, 2.475546], [-3.534061, -2.365091, 3.068706], [-2.555412, -1.526064, 1.223504], [-1.599612, -0.057328, 6.971402], [-2.571199, -1.182321, 5.196731], [0.108586, 2.185657, 4.808303], [-4.089683, 2.910750, 1.053335], [-4.523582, 2.947007, -0.302056], [-4.578963, 1.784969, -1.028865], [-5.595567, 1.710514, -1.960891], [-5.714433, 0.605101, -2.800726], [-4.797405, -0.418374, -2.679614], [-3.753631, -0.369426, -1.750610], [-2.817277, -1.499439, -1.770929], [-1.789368, -1.601422, -1.040931], [-0.945205, -2.687762, -1.188175], [-0.008294, -2.625936, -0.272837], [0.076843, -1.721916, 0.639028], [1.077756, -3.641770, -0.304220], [1.245904, -4.520490, -1.371843], [2.291820, -5.429033, -1.357159], [3.166380, -5.473273, -0.273360], [2.995071, -4.601149, 0.791966], [1.957503, -3.678375, 0.774467], [-3.619083, 0.751248, -0.894323], [-2.660914, 0.910868, -0.019661], [-4.459428, 3.836357, 1.495368], [-4.520345, 2.056971, 1.583510], [-3.007332, 2.862628, 1.138268], [-6.291428, 2.539245, -2.013275], [-6.513038, 0.551493, -3.529454], [-4.864344, -1.290847, -3.320917], [-3.006301, -2.302872, -2.483654], [0.551003, -4.471755, -2.200049], [2.426699, -6.108198, -2.191591], [3.979410, -6.191007, -0.264022], [3.657073, -4.621352, 1.648995], [1.839963, -2.983501, 1.596691], [-0.262698, 0.207986, -1.242882], [0.973146, 1.115087, -1.538115], [2.495900, 0.715494, -0.644094], [2.992707, 1.465587, 0.416257], [4.033827, 0.965593, 1.184854], [4.571079, -0.283094, 0.911067], [4.081779, -1.033051, -0.149515], [3.049229, -0.533915, -0.925757], [0.678659, 2.905619, -1.499239], [1.681861, 3.865576, -1.556546], [1.354589, 5.215569, -1.541031], [0.026449, 5.607625, -1.465594], [-0.978393, 4.649670, -1.400797], [-0.654550, 3.303145, -1.417761], [1.428376, 0.785489, -3.285703], [2.410426, 1.505277, -3.960667], [2.733660, 1.193345, -5.272194], [2.079402, 0.151834, -5.919283], [1.103241, -0.572228, -5.250592], [0.775619, -0.256049, -3.937921], [2.517925, 2.396681, 0.697256], [4.384039, 1.530426, 2.039623], [5.339636, -0.694026, 1.553246], [4.465194, -2.027011, -0.340793], [2.636356, -1.141688, -1.724147], [2.722356, 3.566225, -1.584322], [2.140423, 5.960930, -1.568917], [-0.224670, 6.661511, -1.438983], [-2.016775, 4.946741, -1.318144], [-1.424536, 2.545119, -1.323813], [2.929025, 2.313318, -3.458759], [3.498715, 1.759125, -5.790674], [2.334653, -0.094670, -6.943344], [0.595194, -1.389049, -5.748816], [0.018319, -0.805355, -3.388482], [1.629715, -4.121777, 6.333565], [0.923828, -2.807413, 5.308739], [1.845966, -2.215373, 4.209047], [2.863496, -2.843456, 3.871944], [1.366154, -1.152467, 3.765045], [0.624418, -2.010834, 5.984209], [0.040279, -3.226011, 4.830701]], "atomic_forces_ev_per_a": [[-0.20, -0.38, -0.59], [0.00, 0.01, -0.04], [0.01, 0.01, 0.04], [-0.01, -0.03, 0.03], [0.03, 0.00, 0.00], [0.08, -0.09, 0.10], [0.04, 0.01, 0.02], [0.02, 0.03, 0.01], [-0.05, -0.06, -0.07], [0.05, 0.00, 0.05], [-0.06, 0.19, 0.07], [-0.02, 0.02, -0.05], [0.01, -0.01, 0.01], [-0.13, -0.02, 0.05], [-0.01, -0.02, 0.01], [0.00, 0.00, -0.02], [0.00, 0.00, -0.02], [-0.08, -0.01, 0.15], [0.15, 0.12, -0.08], [-0.11, 0.02, 0.00], [0.00, -0.10, -0.03], [0.03, 0.04, 0.06], [-0.03, -0.02, -0.04], [0.10, -0.17, -0.02], [-0.13, -0.01, -0.13], [0.14, -0.04, 0.23], [-0.07, 0.06, -0.02], [-0.18, 0.15, -0.20], [0.10, 0.00, 0.17], [0.03, 0.02, 0.27], [-0.04, 0.05, 0.01], [0.04, -0.03, 0.01], [-0.04, -0.01, -0.05], [0.00, 0.01, 0.01], [0.05, -0.04, -0.01], [0.15, -0.11, -0.03], [-0.01, 0.03, 0.19], [-0.03, 0.00, 0.02], [0.03, 0.01, -0.03], [0.00, 0.02, -0.01], [0.00, 0.00, 0.00], [-0.01, 0.00, 0.00], [-0.02, 0.02, -0.01], [-0.06, 0.03, -0.02], [0.01, -0.01, 0.00], [0.01, 0.00, 0.00], [0.00, 0.00, -0.01], [-0.02, 0.02, 0.01], [0.00, 0.01, 0.01], [0.02, 0.35, -0.05], [0.21, -0.06, -0.07], [0.01, -0.07, -0.07], [0.00, 0.01, 0.04], [-0.01, 0.02, 0.00], [0.00, -0.04, -0.02], [0.00, 0.02, 0.04], [-0.01, 0.02, 0.00], [-0.05, 0.02, -0.01], [-0.02, 0.01, 0.00], [0.02, -0.01, 0.00], [-0.02, -0.01, 0.01], [0.02, 0.03, -0.02], [0.00, -0.02, 0.02], [-0.03, 0.00, 0.06], [0.01, -0.01, 0.02], [0.00, 0.01, -0.01], [-0.01, 0.00, 0.01], [0.00, 0.00, -0.01], [-0.01, 0.01, 0.02], [0.01, 0.03, -0.02], [-0.01, 0.00, -0.01], [0.00, 0.00, 0.00], [0.00, 0.00, 0.00], [0.01, 0.00, 0.00], [0.02, 0.00, 0.02], [0.00, 0.00, 0.00], [0.00, 0.00, 0.00], [-0.01, -0.01, 0.00], [0.02, 0.02, -0.01], [0.01, -0.01, -0.03], [0.00, 0.00, 0.01], [0.00, 0.00, 0.00], [0.00, 0.00, 0.00], [0.01, -0.01, -0.01], [-0.02, 0.02, -0.01], [-0.03, 0.06, 0.01], [0.11, -0.08, -0.14], [-0.01, 0.02, 0.04], [0.01, 0.03, 0.06], [0.00, -0.03, 0.04], [0.01, -0.01, 0.02]]}

# 2
{"formula": "C42H33BCl5N11S2Ti", "method": "the ωB97M-V functional and the def2-TZVPD basis", "max_force_ev_per_a": 0.43, "relative_energy_kj_mol": 8.8, "charge": 0, "gap_ev": 7.5, "total_energy_ev": -168561.151, "homo_energy_ev": -8.35, "species": ["Ti", "C", "C", "N", "N", "C", "B", "N", "C", "C", "C", "N", "N", "C", "C", "C", "N", "N", "C", "C", "C", "N", "H", "H", "H", "H", "H", "H", "H", "H", "H", "H", "H", "H", "S", "C", "C", "C", "C", "C", "C", "N", "C", "C", "C", "C", "C", "C", "C", "C", "N", "C", "C", "C", "C", "C", "S", "C", "H", "H", "H", "H", "H", "H", "H", "H", "H", "H", "H", "H", "C", "C", "C", "C", "N", "H", "H", "H", "H", "H", "H", "H", "H", "H", "Cl", "C", "C", "C", "Cl", "C", "Cl", "C", "Cl", "C", "Cl"], "positions_angstrom": [[0.584272, -0.014631, -0.181355], [2.600401, -3.779658, -0.018761], [2.388952, -2.430777, 0.251959], [1.098109, -2.121587, 0.111150], [0.463942, -3.261264, -0.238161], [1.344242, -4.268502, -0.315580], [-1.074857, -3.377648, -0.094961], [-1.772154, -2.275201, -0.902631], [-2.893266, -2.416683, -1.625978], [-3.198297, -1.201525, -2.201443], [-2.186894, -0.351375, -1.760932], [-1.328616, -1.003678, -0.978123], [-1.421643, -3.290693, 1.406226], [-0.889434, -4.097362, 2.351980], [-1.355485, -3.683390, 3.577128], [-2.173456, -2.584265, 3.270749], [-2.209460, -2.350694, 1.966291], [-1.527589, -4.734548, -0.626808], [-2.485619, -5.560392, -0.140778], [-2.747867, -6.506945, -1.099448], [-1.890030, -6.164651, -2.164962], [-1.167444, -5.095246, -1.882435], [3.530165, -4.319965, -0.004332], [3.094796, -1.658543, 0.506628], [1.014875, -5.258844, -0.580873], [-3.385600, -3.372759, -1.691769], [-4.024068, -0.969615, -2.850100], [-2.027367, 0.693326, -1.975050], [-0.223029, -4.900891, 2.082072], [-1.138954, -4.108339, 4.541648], [-2.729298, -1.955904, 3.949951], [-2.899641, -5.415843, 0.843224], [-3.441011, -7.327591, -1.035610], [-1.770364, -6.654462, -3.118776], [-4.656856, 2.244997, 4.242789], [-5.677053, 0.957332, 4.710657], [-5.465653, -0.152623, 3.953828], [-4.453023, 0.039712, 2.977144], [-3.910268, 1.294330, 3.012689], [-2.869512, 1.841182, 2.134097], [-2.082362, 0.959379, 1.361214], [-1.196204, 1.376628, 0.486540], [-1.034639, 2.697508, 0.298794], [-1.695142, 3.655913, 1.066762], [-1.422133, 5.045588, 0.822418], [-0.586253, 5.423447, -0.167555], [0.045659, 4.451381, -1.018528], [0.874595, 4.786231, -2.095939], [1.396746, 3.797855, -2.897865], [1.075475, 2.465682, -2.572823], [0.358046, 2.108425, -1.529526], [-0.171531, 3.094920, -0.770825], [2.306867, 4.066215, -4.018833], [2.923286, 3.165085, -4.842037], [3.784194, 3.775027, -5.791355], [3.807563, 5.129477, -5.674987], [2.796702, 5.670810, -4.409992], [-2.623361, 3.191107, 2.010300], [-6.377803, 1.086412, 5.519103], [-6.010151, -1.076139, 4.084706], [-4.160059, -0.713443, 2.255913], [-2.170907, -0.117403, 1.475720], [-1.911559, 5.786993, 1.441675], [-0.392831, 6.472857, -0.352390], [1.092562, 5.831090, -2.288411], [1.456173, 1.662336, -3.186755], [2.783718, 2.094975, -4.780842], [4.361425, 3.225967, -6.520233], [4.369698, 5.837782, -6.260947], [-3.171762, 3.911342, 2.607515], [1.308787, 1.912556, 3.143686], [1.551667, 0.460476, 2.717897], [0.666353, -0.482330, 3.533122], [3.020839, 0.082376, 2.918871], [1.188322, 0.352129, 1.324158], [1.483143, 2.041361, 4.214774], [0.275546, 2.195010, 2.929736], [1.970659, 2.585690, 2.595038], [0.963168, -0.485877, 4.584377], [0.739918, -1.498396, 3.142504], [-0.381102, -0.178896, 3.465857], [3.313363, 0.267203, 3.955347], [3.667300, 0.661452, 2.263050], [3.171075, -0.979842, 2.716007], [1.234333, -1.648320, -2.972353], [2.570554, -0.596090, -2.577731], [2.466347, 0.190789, -1.437411], [3.490605, 1.121057, -1.265499], [3.383769, 2.303651, 0.014917], [4.576072, 1.231661, -2.136717], [5.799472, 2.419508, -1.895162], [4.658320, 0.378973, -3.235761], [5.990267, 0.492191, -4.322049], [3.639657, -0.538155, -3.470839], [3.699605, -1.556410, -4.857982]], "atomic_forces_ev_per_a": [[-0.24, 0.25, -0.25], [0.03, -0.01, 0.01], [-0.05, 0.01, -0.04], [0.18, 0.04, 0.05], [-0.19, -0.01, 0.01], [0.00, -0.04, -0.01], [0.05, -0.08, 0.10], [0.00, 0.05, -0.06], [0.07, -0.04, 0.04], [-0.04, 0.05, -0.02], [0.06, 0.00, -0.01], [0.09, 0.04, 0.15], [0.21, 0.01, -0.01], [-0.05, 0.04, 0.04], [0.00, -0.02, -0.04], [-0.05, -0.04, 0.04], [-0.04, 0.01, -0.05], [0.03, 0.14, -0.15], [0.02, 0.00, 0.02], [0.02, -0.02, -0.03], [-0.01, -0.01, 0.03], [-0.08, -0.07, 0.05], [0.00, 0.00, 0.00], [0.01, -0.01, 0.01], [0.00, 0.03, 0.01], [0.00, 0.01, 0.00], [0.00, 0.00, 0.00], [-0.01, 0.00, -0.01], [0.00, 0.00, 0.01], [0.01, 0.01, 0.01], [-0.02, 0.03, -0.03], [0.00, 0.02, 0.00], [0.00, 0.00, -0.01], [0.00, 0.00, 0.00], [0.08, 0.00, 0.05], [-0.01, 0.00, -0.02], [0.03, -0.01, 0.00], [-0.03, -0.02, -0.12], [0.01, 0.01, 0.02], [-0.07, 0.01, 0.04], [0.04, -0.05, 0.02], [0.06, -0.21, 0.09], [0.03, 0.03, -0.04], [0.00, 0.00, 0.01], [-0.02, -0.01, 0.02], [0.01, 0.01, -0.03], [-0.04, 0.02, 0.03], [0.01, 0.12, 0.02], [0.07, -0.03, -0.07], [-0.03, -0.08, -0.01], [0.09, 0.05, 0.09], [0.01, -0.12, -0.01], [-0.01, 0.01, 0.04], [0.04, -0.04, -0.04], [-0.02, -0.02, 0.00], [0.01, -0.03, 0.02], [-0.04, 0.05, -0.01], [-0.05, 0.08, -0.01], [0.00, 0.01, 0.00], [0.00, 0.00, -0.01], [0.04, -0.01, 0.07], [-0.05, -0.01, 0.02], [0.00, -0.01, 0.00], [0.01, 0.00, 0.00], [0.00, -0.01, 0.00], [0.01, -0.02, 0.02], [0.01, 0.00, 0.01], [-0.01, 0.00, 0.00], [0.00, 0.01, 0.01], [-0.02, -0.01, -0.01], [0.05, 0.02, 0.04], [-0.16, 0.15, -0.01], [-0.09, -0.02, -0.05], [-0.03, -0.07, 0.05], [0.24, -0.19, -0.21], [0.03, -0.01, -0.01], [-0.02, 0.00, 0.02], [-0.03, -0.01, 0.02], [-0.01, 0.01, 0.01], [0.02, -0.03, 0.02], [0.01, 0.00, 0.02], [0.01, 0.01, -0.01], [0.02, 0.04, -0.03], [-0.01, 0.02, -0.01], [0.03, -0.01, -0.01], [0.02, 0.03, -0.02], [-0.19, -0.01, 0.22], [-0.01, -0.02, -0.03], [-0.02, -0.05, -0.08], [-0.04, 0.00, 0.05], [0.01, 0.01, -0.01], [0.06, 0.03, -0.01], [-0.02, 0.00, -0.01], [-0.03, -0.02, 0.01], [0.00, 0.00, -0.02]]}